[1]
12
Properties=species:S:1:pos:R:3:forces:R:3:mulliken_charge:R:1 method="wB97M-V/def2-TZVPD" largest_force_ev_per_a=2.434 e_lumo_ha=0.0223 homo_lumo_gap_ev=10.659 de_lowest_kj_mol=298.7
O 2.766627 -0.158193 -0.573453 -0.136 -0.095 -0.198 -0.448
O -1.933502 -0.738832 -0.682121 -0.560 -1.221 -0.147 -0.509
N -0.420675 -0.281090 0.935986 -1.232 1.833 -1.022 -0.372
C 0.727136 0.451617 0.444997 0.857 0.280 0.128 0.385
C -0.491309 1.095753 0.013585 -0.018 -0.238 0.682 -0.569
C -1.287512 -1.115535 0.271871 -0.503 -0.095 -0.842 0.097
C 1.567548 -0.221226 -0.594839 0.281 0.012 0.016 -0.193
H -1.499882 -2.085927 0.740474 0.381 0.024 0.093 0.397
H 1.275602 0.915910 1.247386 0.441 -0.174 0.145 0.337
H -1.011502 1.831505 0.604517 0.458 0.270 0.159 0.312
H -0.738964 1.124463 -1.059093 -0.084 -0.718 0.853 0.224
H 1.009869 -0.792732 -1.371652 0.116 0.121 0.133 0.339

[2]
12
Properties=species:S:1:pos:R:3:forces:R:3:mulliken_charge:R:1 method="wB97M-V/def2-TZVPD" largest_force_ev_per_a=7.239 e_lumo_ha=0.0271 homo_lumo_gap_ev=9.447 de_lowest_kj_mol=603.3
O -0.172354 -0.884997 0.074121 -2.449 -0.931 -0.906 -0.133
O 1.213863 0.806552 0.246465 0.714 -1.374 -1.730 -0.417
N -1.546983 -1.138895 -0.010993 -0.486 -2.736 1.526 -0.443
C -2.125522 0.016145 0.035260 -5.836 -3.562 1.544 0.088
C 2.143017 -0.452796 -0.115473 0.002 1.492 0.295 -0.539
C -1.337848 1.032779 -0.212189 4.498 5.456 1.551 -0.719
C -0.009984 0.386420 -0.048357 -1.827 3.829 0.949 0.828
H 3.115882 -0.004323 -0.707573 -2.690 -1.170 1.617 0.233
H 2.449982 -0.810190 1.046038 -0.908 0.332 -3.744 0.215
H -3.259526 -0.075874 0.502143 2.827 0.638 -2.159 0.273
H -1.694128 2.145292 -0.002850 1.525 -2.534 -0.823 0.228
H 1.223597 -1.020110 -0.806589 4.631 0.558 1.881 0.385

[3]
12
Properties=species:S:1:pos:R:3:forces:R:3:mulliken_charge:R:1 method="wB97M-V/def2-TZVPD" largest_force_ev_per_a=0.614 e_lumo_ha=-0.0086 homo_lumo_gap_ev=9.759 de_lowest_kj_mol=184.7
O 1.322982 -1.556909 -0.647785 -0.101 0.341 0.286 -0.532
O 1.688408 1.553036 0.833338 0.167 -0.551 -0.212 -0.439
N -0.305823 -0.357869 0.460408 0.254 -0.111 0.000 -0.139
C 1.990198 0.461156 0.424164 0.024 0.472 0.136 0.065
C 0.966114 -0.591642 -0.006428 -0.116 -0.272 -0.125 0.434
C -1.490302 -0.705921 -0.279688 -0.160 -0.186 -0.122 -0.388
C -1.137678 0.723021 -0.021333 -0.095 0.277 -0.035 -0.296
H -2.276593 -1.174342 0.306239 0.125 0.087 -0.102 0.236
H 3.037566 0.129473 0.290203 -0.095 0.054 -0.003 0.359
H -1.660114 1.294740 0.739719 0.060 -0.114 -0.108 0.230
H -1.346443 -1.107646 -1.280379 -0.003 0.095 0.143 0.241
H -0.756201 1.303506 -0.858960 -0.061 -0.092 0.144 0.228

[4]
13
Properties=species:S:1:pos:R:3:forces:R:3:mulliken_charge:R:1 method="wB97M-V/def2-TZVPD" largest_force_ev_per_a=2.486 e_lumo_ha=0.0139 homo_lumo_gap_ev=9.159 de_lowest_kj_mol=378.5
S -1.208687 -0.489251 2.093909 0.593 0.308 -0.989 -0.286
O 0.968098 -0.246437 0.688235 1.185 -0.555 -0.282 -0.293
O -0.778019 0.848671 -0.152948 -0.253 0.312 0.340 -0.181
N -1.012487 0.270440 -1.433781 -1.046 0.092 -0.441 -0.444
C -0.005327 -0.071264 -2.095451 1.060 -1.113 -0.991 0.073
C 1.721419 0.424239 -0.348179 1.606 -0.209 0.319 -0.479
C -0.309800 0.012410 0.812069 -1.037 0.170 0.870 0.374
C 1.433343 -0.188159 -1.708569 0.848 -0.295 -1.244 -0.347
H 1.604638 -1.298731 -1.662567 0.015 0.855 0.134 0.269
H -0.202429 -0.537032 -3.083980 -0.405 0.578 0.615 0.336
H 2.121919 0.136439 -2.616864 -1.319 -0.214 2.096 0.328
H 1.544546 1.491462 -0.264094 -0.180 0.081 -0.308 0.359
H 2.799299 0.261563 -0.080076 -1.068 -0.010 -0.121 0.290

[5]
13
Properties=species:S:1:pos:R:3:forces:R:3:mulliken_charge:R:1 method="wB97M-V/def2-TZVPD" largest_force_ev_per_a=2.870 e_lumo_ha=-0.0152 homo_lumo_gap_ev=8.941 de_lowest_kj_mol=264.0
S -1.816331 0.123005 3.361474 -0.795 -0.578 -0.088 -0.075
O 0.268644 0.824806 1.217181 -0.654 -1.732 -1.755 -0.596
O 0.121643 -0.331824 -0.765765 -1.003 -0.046 0.174 -0.305
N -2.209295 -0.630619 1.909075 1.189 0.633 -0.874 -0.416
C -1.583658 -0.641887 0.775977 0.088 0.230 1.932 -0.204
C -0.277478 0.012533 0.458795 -0.370 1.685 2.293 0.852
C 1.201220 0.326991 -1.258761 1.490 -0.622 -0.463 0.075
C 1.624167 0.019179 -2.477899 0.579 1.237 0.426 -0.751
H 1.702660 0.902130 -0.490434 0.200 0.185 -0.388 0.332
H -2.039567 -1.184935 -0.017215 -0.372 -0.419 -0.547 0.402
H -0.598751 0.674672 3.317303 0.297 0.013 -0.636 0.155
H 1.045951 -0.519199 -3.185292 -0.474 -0.723 -0.218 0.276
H 2.560796 0.425147 -2.844439 -0.175 0.139 0.144 0.255

[6]
13
Properties=species:S:1:pos:R:3:forces:R:3:lowdin_spin:R:1 method="wB97M-V/def2-TZVPD" largest_force_ev_per_a=12.219 e_lumo_ha="0.0239 / -0.0691" homo_lumo_gap_ev="4.820 / 7.755" de_lowest_kj_mol=339.1 multiplicity=3
S 0.707534 -1.898785 0.005200 0.113 2.016 0.032 0.314
O 4.148393 -1.383288 0.036459 -1.021 1.857 -0.294 0.052
O 3.738985 0.830744 -0.029453 1.747 1.148 0.315 0.044
N 2.592978 1.615537 -0.121685 0.587 2.181 -0.745 0.323
C 1.506979 -0.354421 0.086238 5.197 -11.011 -1.027 0.558
C 1.445220 0.934290 0.137396 -2.548 9.508 1.095 0.569
C 3.417037 -0.421812 -0.012912 -3.594 -4.320 0.782 0.035
C -1.057541 -1.497612 -0.246357 -1.237 -2.567 -0.946 0.037
H 0.639873 1.610649 0.280050 -0.768 0.162 0.436 0.041
H -1.669432 -2.457433 -0.474821 1.729 0.828 -0.394 0.002
H -1.230734 -0.864493 -1.125252 -0.003 0.268 0.766 0.003
H -1.625878 -1.380019 0.661437 0.348 1.579 0.535 0.005
H 2.805045 2.561852 0.298312 -0.550 -1.649 -0.555 0.017

[7]
13
Properties=species:S:1:pos:R:3:forces:R:3:mulliken_charge:R:1 method="wB97M-V/def2-TZVPD" largest_force_ev_per_a=10.172 e_lumo_ha=-0.0373 homo_lumo_gap_ev=9.209 de_lowest_kj_mol=797.0
O 1.576232 -1.478251 -0.191333 2.334 -1.845 5.103 -0.499
O -1.959989 -0.741614 -0.384775 0.143 -0.934 4.871 -0.577
O -1.433707 1.434343 0.312340 1.195 -0.024 0.338 -0.533
N 1.925953 1.701378 -0.205643 -5.140 -1.523 1.515 -0.410
C -0.438377 0.822494 -0.048556 -3.288 -1.216 -1.272 0.417
C -0.570018 -0.708087 -0.490547 -0.115 0.998 0.156 0.032
C 0.806795 1.337820 0.043530 9.378 3.560 -1.686 0.267
C 0.356108 -1.308519 0.657962 -2.876 -3.000 0.653 -0.394
H 0.236478 -0.704703 1.774643 1.337 -1.288 -3.304 0.304
H -0.133994 -1.254048 -1.516482 -1.326 2.217 2.556 0.362
H -2.051421 -0.182793 0.920922 -0.291 -1.907 -5.415 0.451
H 2.464815 -1.916557 0.391622 -4.178 2.041 -2.325 0.331
H -0.384875 -2.429612 1.004609 2.828 2.921 -1.188 0.250

[8]
13
Properties=species:S:1:pos:R:3:forces:R:3:mulliken_charge:R:1 method="wB97M-V/def2-TZVPD" largest_force_ev_per_a=6.248 e_lumo_ha=0.0068 homo_lumo_gap_ev=9.405 de_lowest_kj_mol=893.5
O 0.950769 -0.996448 0.267827 1.268 0.011 -2.530 -0.301
O 0.396097 1.109819 -0.370438 -0.374 -0.221 -0.439 -0.453
O -1.149760 -0.450770 0.058846 -0.793 -1.222 0.443 -0.075
N -2.167847 0.517843 -0.077915 -2.944 -2.477 0.648 -0.385
C 0.096878 -0.017706 -0.101266 0.434 1.719 0.925 0.682
C -3.329925 -0.103028 0.151250 4.829 2.097 -1.432 -0.251
C 2.301245 -0.658018 -0.308742 0.388 2.783 4.432 -0.134
C 2.873029 0.632495 0.376455 2.213 -4.315 -3.939 -0.472
H 3.920893 0.361078 -0.157514 -1.499 2.113 1.698 0.207
H 2.786791 1.945056 1.144024 -0.320 -4.827 -2.700 0.304
H 2.846948 -1.711919 -0.963763 -1.643 4.012 2.473 0.288
H -3.494531 -1.127983 0.337973 0.344 -1.080 0.427 0.297
H -4.109382 0.485595 -0.171367 -1.904 1.408 -0.006 0.292

[9]
13
Properties=species:S:1:pos:R:3:forces:R:3:mulliken_charge:R:1 method="wB97M-V/def2-TZVPD" largest_force_ev_per_a=4.816 e_lumo_ha=0.0318 homo_lumo_gap_ev=10.124 de_lowest_kj_mol=441.0
O 0.692181 2.090797 0.074293 0.918 -2.990 -1.438 -0.410
O -0.326801 -2.666357 -0.603313 -0.882 1.134 1.483 -0.495
O -0.822785 0.465516 0.906859 -3.510 -0.898 -0.340 -0.330
N -0.702001 -0.447671 -0.189461 1.103 1.140 1.115 0.082
C -0.741549 -1.806020 0.150293 -0.656 -0.811 1.198 0.202
C 1.089957 1.065006 -0.893532 -0.357 3.330 1.567 -0.228
C 0.254937 1.244522 1.134218 3.463 0.336 1.004 -0.242
C 0.397142 -0.042368 -0.902459 0.055 1.370 -0.270 -0.301
H 1.115451 0.505295 1.405497 -0.952 1.616 -0.079 0.354
H 0.714996 -0.574850 -1.667523 1.025 -3.577 -3.058 0.430
H -1.281228 -1.893521 1.224890 1.117 -0.299 -2.261 0.289
H 2.009198 1.236973 -1.481330 -0.953 0.089 0.360 0.373
H 0.011910 1.973306 1.890856 -0.370 -0.441 0.720 0.277

[10]
13
Properties=species:S:1:pos:R:3:forces:R:3:mulliken_charge:R:1 method="wB97M-V/def2-TZVPD" largest_force_ev_per_a=5.983 e_lumo_ha=0.0183 homo_lumo_gap_ev=9.508 de_lowest_kj_mol=387.5
O 1.154420 -2.516793 0.510754 0.946 0.760 0.857 -0.435
O -1.603188 0.367013 -0.180832 0.631 1.138 0.152 -0.533
O -0.472257 0.190638 1.696393 -0.399 0.379 0.127 -0.464
N 0.429175 -0.908409 -1.537994 1.170 -0.952 1.491 -0.454
C -0.646369 0.752797 0.439769 -0.679 -0.915 0.714 0.645
C 0.516093 -1.843571 -0.206551 -3.230 0.179 -5.033 0.603
C 0.504997 1.603026 -0.007486 -0.015 -0.156 -0.193 -0.989
C -0.542467 -1.676310 -1.186402 2.359 -1.380 2.641 -0.102
H 1.454886 1.188826 0.328655 -0.169 -0.181 0.265 0.322
H 0.549533 1.576018 -1.093597 -0.251 0.562 0.022 0.352
H 0.416537 2.591884 0.442852 -0.051 0.191 -0.358 0.377
H -1.395003 -2.183330 -1.594675 -0.706 0.469 -0.474 0.358
H -0.366357 0.858211 2.389115 0.393 -0.095 -0.210 0.321

[11]
13
Properties=species:S:1:pos:R:3:forces:R:3:mulliken_charge:R:1 method="wB97M-V/def2-TZVPD" largest_force_ev_per_a=8.041 e_lumo_ha=0.0182 homo_lumo_gap_ev=10.379 de_lowest_kj_mol=652.2
O -2.917808 -0.173609 0.116659 6.587 -0.412 -0.853 -0.508
O 1.791460 -0.240572 -0.031892 0.367 0.522 -0.490 -0.303
O -0.954501 -1.249221 -0.729553 -5.755 2.269 -3.030 -0.166
N -0.076609 -1.807143 0.038298 3.543 -1.722 2.175 -0.391
C -1.666529 -0.254328 -0.043744 -1.644 1.414 -0.274 0.666
C 0.999731 0.863173 -0.363530 -3.220 0.596 -0.818 -0.399
C 1.086979 -1.297401 0.195573 0.620 -6.579 4.581 0.254
C -0.465498 0.842334 0.256896 -2.884 4.186 3.111 -0.663
H 1.611222 1.761241 -0.321203 -0.327 0.089 1.069 0.394
H -1.041929 1.878126 -0.270952 1.814 -2.838 1.798 0.287
H 0.594548 0.929546 -1.354635 1.041 -0.932 -1.559 0.311
H 1.501784 -2.296520 1.042427 -0.006 3.777 -2.728 0.265
H -0.462846 1.044372 1.465654 -0.136 -0.369 -2.982 0.254

[12]
14
Properties=species:S:1:pos:R:3:forces:R:3:mulliken_charge:R:1 method="wB97M-V/def2-TZVPD" largest_force_ev_per_a=5.165 e_lumo_ha="-0.1245 / -0.1245" homo_lumo_gap_ev="5.451 / 5.454" de_lowest_kj_mol=736.0
S -0.829318 2.018909 0.537227 -0.359 -1.543 -0.909 0.181
O 0.700659 1.699638 0.479677 1.217 -0.601 1.501 -0.081
O 1.398134 1.408555 -0.769243 -2.732 0.931 -2.412 -0.175
O 0.328881 -1.304325 0.954810 -0.637 -0.182 0.601 -0.489
N -3.977033 -0.496028 -0.836654 -0.769 0.405 -0.498 -0.389
C -0.668162 -1.299045 0.257573 0.320 0.559 -1.939 0.130
C 2.499757 0.598707 -0.536787 -0.895 -3.286 -2.485 -0.401
C -3.090590 -0.583373 -0.112253 -0.491 -0.710 -0.751 0.539
C -2.020990 -0.878593 0.684840 3.266 1.669 3.637 -0.655
H 2.196318 -0.417334 -0.189786 0.221 0.814 0.238 0.211
H 3.001049 0.364191 -1.578982 -0.936 1.208 2.009 0.224
H 3.017603 1.156139 0.126478 2.900 0.951 2.117 0.275
H -0.483519 -1.505520 -0.850870 -0.817 0.054 0.913 0.319
H -2.072786 -0.761922 1.833969 -0.288 -0.271 -2.020 0.311